Molecular formula: C18H48BF6HgN5O8PbS2
Method: DFT, ωB97M-V/def2-TZVPD

Element x y z (Å)
Hg 1.138 0.542 0.733
Pb -3.163 -1.630 -1.261
C 0.695 5.032 -0.044
F 1.004 5.483 1.149
F -0.030 5.922 -0.666
F 1.815 4.789 -0.705
S -0.259 3.363 0.067
O -1.676 3.637 -0.032
O 0.166 2.539 -1.055
N 0.282 2.537 1.453
S -0.743 3.043 2.594
O -1.005 4.470 2.523
O -1.875 2.177 2.762
C 0.231 2.847 4.230
F 1.517 3.106 3.947
F -0.163 3.689 5.156
F 0.119 1.622 4.719
B -0.962 -0.364 -0.383
H -1.184 -1.500 -0.221
H -0.849 0.124 0.649
H 0.007 -0.187 -0.984
H -1.781 0.149 -1.015
C 4.598 -0.323 3.616
C 3.441 -0.393 2.659
C 2.239 -1.132 3.225
O 1.027 -0.986 2.481
C -0.026 -1.813 2.905
N 3.011 0.995 2.262
H 4.406 0.367 4.439
H 5.520 -0.049 3.103
H 4.820 -1.328 3.994
H 3.882 -0.845 1.763
H 1.988 -0.673 4.193
H 2.484 -2.193 3.320
H -0.636 -1.369 3.696
H 0.306 -2.742 3.390
H -0.594 -2.221 2.070
H 2.756 1.319 3.194
H 3.834 1.454 1.890
C 4.093 0.368 -2.774
C 2.910 0.167 -1.813
C 3.143 -1.188 -1.119
O 2.154 -1.384 -0.099
C 1.897 -2.755 0.180
N 2.709 1.321 -0.915
H 3.998 1.308 -3.328
H 4.152 -0.367 -3.577
H 5.042 0.474 -2.246
H 2.009 0.044 -2.419
H 4.072 -1.272 -0.540
H 3.108 -1.933 -1.915
H 2.436 -3.104 1.067
H 2.168 -3.432 -0.627
H 0.841 -2.823 0.438
H 3.680 1.589 -0.736
H 2.376 2.039 -1.557
C 0.395 -4.157 -3.189
C -0.658 -3.086 -2.987
C -1.070 -2.237 -4.197
O -1.622 -1.032 -3.637
C -1.018 0.195 -3.957
N -1.910 -3.678 -2.440
H 0.649 -4.617 -2.233
H 1.253 -3.702 -3.692
H 0.130 -5.000 -3.832
H -0.319 -2.372 -2.234
H -1.845 -2.690 -4.816
H -0.219 -2.022 -4.844
H -0.328 0.166 -4.804
H -0.481 0.608 -3.096
H -1.779 0.930 -4.231
H -1.682 -4.523 -1.909
H -2.447 -4.161 -3.165
C -5.252 0.720 2.279
C -4.801 0.166 0.915
C -4.181 1.219 0.010
O -3.991 0.671 -1.294
C -3.711 1.645 -2.307
N -3.904 -0.980 1.158
H -5.931 0.029 2.781
H -5.815 1.657 2.270
H -4.401 0.952 2.925
H -5.722 -0.153 0.415
H -3.211 1.455 0.463
H -4.868 2.064 0.011
H -3.555 1.064 -3.217
H -2.847 2.260 -2.057
H -4.582 2.276 -2.492
H -3.075 -0.650 1.663
H -4.333 -1.529 1.905

Its net charge is +2. The frontier orbital gap comes out at 9.26 eV. The calculation puts the total energy at -3356.35555 hartree. The energy above the lowest of the compared OMol25 structures with the same formula, charge and spin comes out at 21.6 kcal per mole.

Now the Löwdin charges, all in e: 1.14, 1.63, -0.68, 0.17, 0.20, 0.15, 0.67, -0.28, -0.36, -0.36, 0.60, -0.27, -0.29, -0.66, 0.11, 0.19, 0.14, -0.56, -0.05, -0.01, -0.01, -0.03, -0.04, -0.42, -0.15, -0.31, -0.08, 0.04, 0.10, 0.09, 0.10, 0.12, 0.15, 0.14, 0.11, 0.11, 0.08, 0.07, 0.10, -0.04, -0.40, -0.15, -0.31, -0.05, 0.03, 0.09, 0.09, 0.09, 0.13, 0.14, 0.13, 0.10, 0.09, 0.08, 0.10, 0.09, -0.04, -0.42, -0.13, -0.28, -0.08, -0.06, 0.08, 0.09, 0.09, 0.10, 0.14, 0.13, 0.11, 0.07, 0.09, 0.09, 0.10, -0.03, -0.41, -0.17, -0.41, -0.04, -0.02, 0.09, 0.10, 0.08, 0.15, 0.11, 0.16, 0.08, 0.10, 0.11, 0.09, 0.11